The following is a DFT calculation (the ωB97M-V functional and the def2-TZVPD basis) of a molecular structure, C50H47AsN10O2PbS4Se at a distorted geometry.

E_LUMO (Ha): -0.0299
HOMO-LUMO gap (eV): 6.139
Energy (eV): -246383.4703
Spin multiplicity: 1

```
116
C50H47AsN10O2PbS4Se the ωB97M-V functional and the def2-TZVPD basis
Pb -0.78462 -0.10660 -0.07824
N -1.95892 -3.84400 -2.60014
C -1.82942 -2.56590 -2.16814
S -2.35452 -2.26500 -0.55684
N -1.34132 -1.71700 -3.03214
N -1.06692 -0.47470 -2.61074
C -0.85062 0.42480 -3.51484
C -0.92212 0.10820 -4.96234
C -1.96762 0.58670 -5.74484
C -2.00772 0.29170 -7.09594
C -1.01302 -0.48380 -7.66884
C 0.02838 -0.96310 -6.89184
C 0.06968 -0.67490 -5.54004
C -0.53802 1.78600 -3.12874
C -0.24132 2.74670 -4.11104
C 0.00718 4.04830 -3.73084
C -0.02742 4.36630 -2.37894
C -0.29642 3.34980 -1.47724
N -0.54772 2.10440 -1.82954
H -2.53242 -4.46700 -2.05974
H -1.82462 -4.02170 -3.58114
H -2.73952 1.19680 -5.29414
H -2.81292 0.66840 -7.71024
H -1.04342 -0.70320 -8.72604
H 0.80898 -1.56060 -7.34114
H 0.87908 -1.03640 -4.92234
H -0.21022 2.46310 -5.15134
H 0.22458 4.80210 -4.47434
H 0.15218 5.36980 -2.02964
H -0.31182 3.55240 -0.41584
Se -5.82032 5.94620 2.69046
N -6.00512 4.61500 1.56116
C -4.85662 3.97380 1.45746
C -4.64102 2.80470 0.65076
C -5.67172 2.22140 -0.09174
C -5.40352 1.07880 -0.80954
C -4.10692 0.56910 -0.78644
N -3.12232 1.11770 -0.10864
C -3.36002 2.21290 0.61836
C -2.27702 2.78290 1.40576
N -1.08732 2.19040 1.35046
C -0.08742 2.65860 2.06066
C -0.19762 3.78760 2.87356
C -1.41612 4.42710 2.95116
C -2.49062 3.92140 2.21356
C -3.79482 4.51800 2.25036
N -4.12762 5.56940 2.97376
H -6.64772 2.68140 -0.07414
H -6.17512 0.57910 -1.37274
H -3.86942 -0.33630 -1.32364
H 0.84188 2.10930 1.96736
H 0.65758 4.14570 3.42396
H -1.57532 5.30840 3.55586
O -0.40522 -0.76590 2.00496
C -0.67952 -1.05450 3.30466
C -1.75782 -0.16650 3.88286
C -1.83102 0.43390 5.09996
C -3.03852 1.14420 5.29236
C -3.86012 1.06700 4.21686
S -3.18892 0.09890 2.95526
C -1.17512 -2.47810 3.52126
C -1.43662 -3.45020 2.61156
C -1.85502 -4.66570 3.20216
C -1.90842 -4.60110 4.55486
S -1.46502 -3.04060 5.13736
C 0.62758 -0.89730 4.05886
C 1.52768 -1.87030 4.36626
C 2.74928 -1.36800 4.86906
C 2.77418 -0.01370 4.91146
S 1.29828 0.67190 4.33976
H -1.05402 0.36890 5.83986
H -3.27382 1.67700 6.19766
H -4.83342 1.49960 4.08286
H -1.34642 -3.30460 1.55236
H -2.09752 -5.54610 2.63316
H -2.18012 -5.35960 5.26246
H 1.32858 -2.92000 4.24686
H 3.56418 -1.99400 5.18456
H 3.55298 0.63650 5.25616
N 3.44398 -6.68380 -1.05954
C 3.35838 -5.83900 -0.00354
O 4.00528 -6.00430 1.00776
C 2.44568 -4.66510 -0.18194
C 2.08038 -4.15210 -1.42424
C 1.31518 -2.99750 -1.47074
N 0.93068 -2.33550 -0.39104
C 1.27268 -2.82030 0.79556
C 2.01008 -3.98300 0.95036
H 4.04968 -7.48330 -0.98224
H 2.82498 -6.62840 -1.84644
H 2.39328 -4.62570 -2.34204
H 0.99208 -2.58870 -2.41764
H 0.92808 -2.23860 1.64006
H 2.27938 -4.35500 1.92736
C 4.17378 3.02080 1.22746
C 3.99188 2.50140 -0.19344
As 2.57238 1.08320 -0.27174
C 2.67648 0.72650 -2.23184
C 4.04148 0.53740 -2.87524
C 3.60888 -0.43340 0.51496
C 5.12928 -0.47720 0.43416
H 4.96468 3.76960 1.28046
H 4.43688 2.20340 1.89766
H 3.24928 3.46850 1.59226
H 4.93918 2.10960 -0.56554
H 3.69198 3.31960 -0.85504
H 2.17148 1.57870 -2.70074
H 2.05178 -0.15200 -2.41704
H 4.69378 1.38080 -2.65434
H 3.94668 0.46270 -3.95984
H 4.51638 -0.37330 -2.51564
H 3.19638 -1.33140 0.05446
H 3.31958 -0.46180 1.57056
H 5.47508 -0.54510 -0.59564
H 5.49648 -1.35440 0.97026
H 5.57698 0.40120 0.89656
```

***

The following is a DFT calculation (the ωB97M-V functional and the def2-TZVPD basis) of a molecular structure, C21H16N7O6RuS at a distorted geometry.

E_LUMO (spin up / spin down) (Ha): -0.0039 / -0.0041
HOMO-LUMO gap (spin up / spin down) (eV): 6.011 / 5.724
Energy (eV): -58166.0391
Spin multiplicity: 2

```
52
C21H16N7O6RuS the ωB97M-V functional and the def2-TZVPD basis
Ru 0.28031 -0.04677 -1.10766
O 3.76119 1.97630 -2.49506
C 2.75136 1.48256 -1.99365
O 2.12766 0.43107 -2.30517
C 2.15553 2.19947 -0.79640
C 2.65971 3.41274 -0.34685
C 2.11892 4.00247 0.77515
C 1.07644 3.36439 1.43368
C 0.60355 2.18079 0.91461
N 1.12926 1.59369 -0.17909
C -0.51901 1.47562 1.59789
O -0.70259 1.41361 2.77703
O -1.31643 0.88761 0.66771
H 3.47538 3.85634 -0.90025
H 2.50295 4.94482 1.14367
H 0.62352 3.77157 2.32709
N -0.82781 -1.97152 -2.03070
N -1.76815 -1.71858 -3.04712
C -1.97438 -0.43130 -3.46368
N -2.62356 -0.27999 -4.62081
N -1.49578 0.48584 -2.65825
N -1.77248 1.82372 -2.94122
O -2.61005 2.12758 -3.80253
O -1.18245 2.62691 -2.27590
H -0.01685 -2.45358 -2.40092
H -1.26724 -2.51119 -1.29693
H -1.85708 -2.42724 -3.75946
H -3.07361 -1.06448 -5.05689
H -2.93071 0.66449 -4.81738
S 0.36610 -2.07906 3.29861
C 1.95905 -1.86408 2.66118
C 3.19188 -2.03730 3.29201
C 4.32791 -1.73659 2.57078
C 4.24934 -1.30973 1.23537
C 3.03175 -1.14847 0.60951
C 1.87570 -1.39869 1.34932
N 0.56978 -1.19650 0.88923
C -0.29430 -1.48281 1.80861
C -1.75207 -1.24361 1.67251
C -2.68945 -2.15954 2.13443
C -4.04751 -1.95115 1.93140
C -4.47925 -0.81019 1.27115
C -3.55994 0.14083 0.85037
C -2.21588 -0.07837 1.06900
H 3.25386 -2.38144 4.31591
H 5.29624 -1.82638 3.04648
H 5.15884 -1.10147 0.68760
H 2.93954 -0.82866 -0.42354
H -2.34116 -3.05497 2.63621
H -4.76401 -2.68331 2.27837
H -5.53498 -0.64948 1.09675
H -3.86903 1.06400 0.37780
```

***

The following is a DFT calculation (the ωB97M-V functional and the def2-TZVPD basis) of a molecular structure, C5H8O2 at a distorted geometry.

E_LUMO (Ha): 0.0126
HOMO-LUMO gap (eV): 10.098
Energy (eV): -9405.9407
Spin multiplicity: 1

```
15
C5H8O2 the ωB97M-V functional and the def2-TZVPD basis
C -0.58878 1.66514 0.67698
C -0.32057 0.17678 0.68835
C -0.95967 -0.74703 -0.29975
O 0.00046 -1.24247 -1.77578
C 0.20797 -1.62652 -0.49223
C 1.02527 -0.43048 0.15821
O 1.60722 0.35064 -0.82540
H -1.66110 1.87802 0.75390
H -0.21101 2.08509 -0.25781
H -0.09502 2.17592 1.50716
H -0.46671 -0.26492 1.69732
H -1.85330 -0.62981 -0.89298
H 0.34948 -2.66565 -0.19898
H 1.74558 -0.71373 0.91862
H 1.22019 -0.01098 -1.65760
```